Record 1
An isolated molecule of C2H3N5O2 at a distorted geometry. Source: the OMol25 dataset; level of theory: ωB97M-V/def2-TZVPD.

Computed properties:
frontier orbital gap = 0.32226 Ha
lowest unoccupied orbital energy = -0.85 eV
E = -13658.745 eV
ΔE to the lowest compared entry with this formula, charge and spin = 747.3 kJ/mol
M = 129.1 g mol⁻¹
net charge = 0
SMILES = O=CN/N=c1/nn[nH]o1

XYZ file:
```
12
Properties=species:S:1:pos:R:3:forces:R:3:mulliken_charge:R:1
O -1.544798 1.533919 -0.293702 -7.255 -6.932 0.014 -0.531
C -2.568765 0.419135 -0.185925 7.635 2.814 1.464 0.083
N -2.099145 -0.895324 0.005660 1.372 -0.937 2.354 -0.090
N -0.621277 -1.279593 0.116728 -5.452 -0.039 -1.498 -0.375
C 0.328638 -0.488172 0.123689 3.024 2.714 1.817 0.510
N 1.562503 -1.229070 -0.213821 3.411 5.641 0.662 -0.083
N 2.522300 -0.329699 -0.265162 -3.150 -1.628 -0.593 -0.168
N 2.083694 1.061152 -0.178367 -1.614 -2.945 3.335 -0.076
O 0.652033 0.842803 0.659801 1.842 -2.647 -3.553 -0.269
H -3.629830 0.441235 0.051080 -0.120 0.749 -0.648 0.340
H -2.619802 -1.796187 0.536403 1.355 3.787 -2.232 0.334
H 2.695992 1.463133 0.601886 -1.047 -0.576 -1.121 0.325
```
Forces are in eV/Å.

=====

Record 2
A structure of composition H16LiO8 at a distorted geometry. Source: the OMol25 dataset; level of theory: ωB97M-V/def2-TZVPD.

Computed properties:
frontier orbital gap = 0.38556 Ha
lowest unoccupied orbital energy = -3.68 eV
E = -16839.902 eV
ΔE to the lowest compared entry with this formula, charge and spin = 208.9 kJ/mol
M = 151.1 g mol⁻¹
net charge = +1

XYZ file:
```
25
Properties=species:S:1:pos:R:3:forces:R:3:mulliken_charge:R:1
Li 0.309236 -0.062899 0.281037 0.199 -0.283 -0.241 0.764
O 1.013928 -0.489167 -1.793549 1.597 0.371 3.886 -0.421
H 1.849042 -0.469829 -2.216888 1.573 0.213 -0.459 0.205
H 0.436057 -0.559824 -2.468682 -3.372 -0.112 -3.606 0.258
O -1.338190 -1.275697 -0.178928 1.445 -2.820 2.760 -0.627
H -1.376897 -2.268907 0.307452 -0.743 4.046 -2.936 0.364
H -1.924863 -0.923515 -0.860750 -0.608 -1.399 0.299 0.280
O -2.561106 0.042329 2.314004 1.259 -0.867 -1.411 -0.577
H -1.889932 0.744419 2.314030 -0.542 -0.256 0.179 0.231
H -2.168951 -0.589993 1.627135 -0.919 1.227 1.309 0.380
O -0.664590 2.263252 -2.711150 1.396 0.550 2.276 -0.654
H 0.011979 3.010775 -2.837095 -1.536 -1.750 0.502 0.325
H -0.619893 1.975188 -1.710267 0.334 1.237 -2.976 0.385
O 2.126497 1.008012 0.381211 1.140 1.233 1.748 -0.560
H 3.046069 0.729672 0.277502 -0.098 -0.709 -0.845 0.288
H 2.353949 1.602139 1.150559 -1.151 -0.491 -0.880 0.286
O -1.036627 1.531509 0.026339 -0.390 1.574 1.642 -0.654
H -0.822994 2.120944 0.808494 -0.071 -0.755 -1.380 0.311
H -1.948852 1.844015 -0.170744 0.531 -0.576 -0.001 0.329
O 0.474046 -0.525621 2.350447 0.481 -0.236 0.142 -0.537
H 1.143228 -1.036970 2.824441 0.234 -0.504 -0.657 0.268
H 0.226863 0.033012 3.080001 -0.814 0.676 0.349 0.272
O 1.458925 -2.923811 -0.731364 2.977 1.982 1.114 -0.582
H 1.084249 -2.237363 -1.251005 -0.065 1.473 -0.711 0.348
H 0.818829 -3.541670 -0.812230 -2.860 -3.825 -0.101 0.320
```
Forces are in eV/Å.

=====

What did the first record say?
An isolated molecule of C2H3N5O2 at a distorted geometry. Source: the OMol25 dataset; level of theory: ωB97M-V/def2-TZVPD.

Computed properties:
frontier orbital gap = 0.32226 Ha
lowest unoccupied orbital energy = -0.85 eV
E = -13658.745 eV
ΔE to the lowest compared entry with this formula, charge and spin = 747.3 kJ/mol
M = 129.1 g mol⁻¹
net charge = 0
SMILES = O=CN/N=c1/nn[nH]o1

XYZ file:
```
12
Properties=species:S:1:pos:R:3:forces:R:3:mulliken_charge:R:1
O -1.544798 1.533919 -0.293702 -7.255 -6.932 0.014 -0.531
C -2.568765 0.419135 -0.185925 7.635 2.814 1.464 0.083
N -2.099145 -0.895324 0.005660 1.372 -0.937 2.354 -0.090
N -0.621277 -1.279593 0.116728 -5.452 -0.039 -1.498 -0.375
C 0.328638 -0.488172 0.123689 3.024 2.714 1.817 0.510
N 1.562503 -1.229070 -0.213821 3.411 5.641 0.662 -0.083
N 2.522300 -0.329699 -0.265162 -3.150 -1.628 -0.593 -0.168
N 2.083694 1.061152 -0.178367 -1.614 -2.945 3.335 -0.076
O 0.652033 0.842803 0.659801 1.842 -2.647 -3.553 -0.269
H -3.629830 0.441235 0.051080 -0.120 0.749 -0.648 0.340
H -2.619802 -1.796187 0.536403 1.355 3.787 -2.232 0.334
H 2.695992 1.463133 0.601886 -1.047 -0.576 -1.121 0.325
```
Forces are in eV/Å.